Record 1
Computed, not measured: a single C14H20N2O2SSi molecule in a non-equilibrium geometry, with ωB97M-V with the def2-TZVPD basis set.

```
! wB97M-V def2-TZVPD RIJCOSX def2/J DEFGRID3
* xyz 0 1
H 2.74 -2.55 2.19
H 1.62 -2.55 0.16
H -0.30 -3.04 3.78
O -1.99 2.98 -3.77
H 1.92 1.18 0.21
H 2.79 -1.16 3.16
C -1.69 -0.33 -2.06
C -1.09 1.86 -1.24
C -1.82 1.66 -3.58
H 2.90 1.03 1.66
C 0.26 -0.25 3.99
C 1.70 -0.75 1.39
C -1.21 -0.06 0.23
N -1.82 1.00 -4.72
C 1.67 -1.45 0.03
O -1.25 -0.71 1.46
H 2.53 -1.20 -0.65
H 0.30 0.80 3.66
S -2.36 4.54 -6.10
C -1.50 1.05 -2.29
N -2.13 1.77 -5.69
H -0.58 -0.47 4.61
H 0.93 -3.55 2.68
H -0.76 -3.24 2.15
H -0.57 1.96 0.74
H 3.84 -1.19 1.66
H -1.64 -1.92 -0.61
H -2.08 -0.90 -2.87
Si 0.21 -1.07 2.33
C -1.56 -0.88 -0.84
C -0.99 1.31 -0.02
H -3.15 3.85 -6.95
H 0.78 -1.09 -0.45
H -0.69 2.82 -1.53
C 0.07 -2.89 2.75
H 1.20 1.39 1.78
C 1.94 0.79 1.24
C 2.83 -1.46 2.14
H 1.18 -0.30 4.54
C -2.22 3.00 -5.18
*
```

Computed properties:
- E: -1493.12174 hartree
- Molecular weight: 308.48 g/mol
- Energy relative to the best compared isomer or geometry (same formula, charge and spin): 0.0746 eV
- LUMO energy: 0.24 eV

Record 2
Computed, not measured: a molecular structure, C14H20N2O5S in a non-equilibrium geometry, with ωB97M-V with the def2-TZVPD basis set.

```
! wB97M-V def2-TZVPD RIJCOSX def2/J DEFGRID3
* xyz 0 1
C 3.73 -1.90 0.47
N -2.99 0.29 0.06
H 0.29 0.64 0.34
C 0.41 1.71 0.30
H 0.36 3.55 -2.41
H 0.59 2.15 1.51
H -1.59 2.93 1.80
C 3.00 -2.93 1.74
O -3.89 -2.00 -0.70
H -3.35 1.00 1.78
H -1.38 -1.58 -2.17
O 2.93 -1.98 -0.72
H 3.00 -3.89 1.15
H 3.73 -2.75 2.56
H -3.80 0.65 -0.51
H 0.14 1.96 -3.27
C -2.39 1.14 1.22
C 1.62 -1.94 -0.30
C -1.02 2.11 -1.68
C -1.27 -1.71 0.05
H -2.79 2.89 0.30
H -0.62 -2.02 2.39
H -1.62 0.49 1.86
H 3.79 -1.01 0.94
O -3.27 -1.67 1.79
C 1.55 2.15 -0.56
H 1.03 -1.76 -2.42
C 0.92 -2.21 0.94
N -0.80 2.37 -0.26
H -1.25 0.87 -1.67
O 1.31 1.49 -1.76
C 0.22 2.14 -2.42
C -1.80 2.57 0.84
C -0.28 -1.76 1.06
C -0.76 -1.78 -1.25
H 1.60 3.11 -0.54
H -1.97 2.47 -1.84
C 0.64 -1.73 -1.41
H 4.64 -2.13 0.31
S -3.05 -1.34 0.34
O 1.85 -2.23 2.24
H 2.53 1.64 -0.14
*
```

Computed properties:
- E: -1428.90117 hartree
- Molecular weight: 328.39 g/mol
- Energy relative to the best compared isomer or geometry (same formula, charge and spin): 14.1665 eV
- LUMO energy: 0.46 eV

Record 3
Computed, not measured: a single C14H20N2S2 molecule in a non-equilibrium geometry, with ωB97M-V with the def2-TZVPD basis set.

```
! wB97M-V def2-TZVPD RIJCOSX def2/J DEFGRID3
* xyz 0 1
H 3.56 -2.15 -2.22
N -2.06 1.40 -0.28
H -1.38 0.23 -1.90
H 2.22 -1.77 1.53
H 4.80 -0.98 -2.60
C 4.95 -1.91 -0.61
H 3.86 0.56 -0.96
H -0.77 1.83 1.43
H -2.81 2.38 2.18
H 5.52 -1.08 -0.17
H -1.44 1.98 -2.16
H 2.62 0.10 -2.16
C 1.22 0.07 0.11
S 0.13 -0.57 1.16
C -3.21 1.12 0.40
H -0.77 2.95 0.19
H 5.62 -2.69 -0.94
H -4.03 -0.19 -1.15
H -2.94 1.02 -2.18
C -5.68 0.62 1.73
H 3.41 -3.29 0.00
H 4.48 -2.87 1.31
H -6.65 0.45 2.19
H -4.88 1.77 3.34
C 3.98 -2.45 0.44
C -0.83 1.88 0.34
C 3.22 -0.24 -1.32
S 0.74 1.60 -0.57
C 4.16 -1.35 -1.78
H -6.22 -0.39 -0.12
C 3.00 -1.36 0.88
C -5.44 0.12 0.45
H 3.57 -0.63 1.48
C -4.21 0.28 -0.18
C -3.48 1.67 1.69
C -1.96 1.13 -1.70
C -4.68 1.38 2.35
N 2.37 -0.61 -0.21
*
```

Computed properties:
- E: -1451.30862 hartree
- Molecular weight: 280.46 g/mol
- Energy relative to the best compared isomer or geometry (same formula, charge and spin): 0.0000 eV
- LUMO energy: 0.55 eV

Record 4
Computed, not measured: a single C14H20N4O5 molecule in a non-equilibrium geometry, with ωB97M-V with the def2-TZVPD basis set.

```
! wB97M-V def2-TZVPD RIJCOSX def2/J DEFGRID3
* xyz 0 1
H -3.37 -2.92 -1.57
H -4.42 0.85 -0.47
H 3.31 -4.02 5.19
H 2.59 -4.81 3.87
H -0.79 -0.97 -2.54
C -3.19 0.81 -3.80
H 0.89 2.88 -1.00
H -0.61 2.50 -0.08
N -1.99 0.55 -1.56
C 1.24 2.94 1.06
O -4.57 -1.54 -3.11
O 1.03 -1.00 -0.74
C 3.44 -4.22 4.19
H -4.16 0.79 -4.24
N 2.53 -2.20 3.51
C 3.58 -3.01 3.48
C 0.50 2.36 -0.09
H 0.84 2.62 2.04
C 2.77 -1.23 2.55
C 2.11 0.74 0.77
C -3.75 -1.14 -2.28
N 4.09 -1.35 2.22
H 3.12 2.63 0.06
H 1.47 3.96 1.10
H -2.16 0.23 -0.64
C -0.68 0.00 -2.06
C -4.36 1.21 -1.48
C 1.84 -0.02 2.12
H -3.99 2.27 -1.50
O 4.66 -2.50 2.80
H 2.89 0.33 0.14
H 4.39 -4.75 3.98
H -2.82 1.82 -3.87
C 0.38 -0.01 -0.88
H -0.23 0.61 -2.82
H -2.44 0.16 -4.31
N 0.84 0.96 -0.05
O 0.93 0.36 2.89
C 2.60 2.22 0.91
H -5.31 1.14 -1.91
H 3.19 2.43 1.84
O -3.13 -2.04 -1.37
C -3.23 0.37 -2.33
*
```

Computed properties:
- E: -1140.58050 hartree
- Molecular weight: 324.34 g/mol
- Energy relative to the best compared isomer or geometry (same formula, charge and spin): 0.6052 eV
- LUMO energy: -0.14 eV

Record 5
Computed, not measured: a molecular structure, C14H20NO4ReS3, with ωB97M-V with the def2-TZVPD basis set.

```
! wB97M-V def2-TZVPD RIJCOSX def2/J DEFGRID3
* xyz 1 2
H 1.77 1.58 -4.39
H -0.43 -5.39 -0.44
H 4.07 2.18 -4.65
C 1.82 1.42 -3.31
S 0.43 -2.18 -2.07
C -1.56 1.69 0.92
C 4.10 2.37 -3.58
Re 0.90 -0.23 -1.10
H -0.91 -4.20 1.71
N 3.21 1.44 -2.89
O 0.71 1.88 -0.39
H 4.70 0.77 -1.66
H -4.67 1.31 2.16
H -3.51 1.60 0.00
H 0.49 -5.17 -1.93
C 0.13 -3.88 1.64
O 2.94 -0.09 -1.21
H -4.00 2.21 4.95
H -4.43 0.55 4.56
C -3.59 1.24 4.64
C 0.33 -2.99 0.45
H -1.19 -4.67 -1.86
H 0.76 -4.77 1.58
H 3.78 3.40 -3.39
H 1.24 2.20 -2.81
S -0.77 1.91 -0.63
H -0.92 1.48 4.21
H 1.38 0.42 -3.16
C 3.64 0.70 -1.90
C -0.26 -4.73 -1.29
S 0.81 -1.36 0.78
C -2.94 1.57 0.93
H 5.12 2.25 -3.22
C -3.59 1.41 2.14
H 0.38 -3.35 2.57
O -1.30 3.02 -1.33
O -0.94 0.59 -1.39
C -0.82 1.66 2.09
H 0.26 1.76 2.06
C 0.16 -3.36 -0.84
C -2.87 1.38 3.34
C -1.49 1.50 3.29
H -2.93 0.89 5.43
*
```

Computed properties:
- E: -2173.84215 hartree
- Molecular weight: 548.73 g/mol
- Energy relative to the best compared isomer or geometry (same formula, charge and spin): 0.0000 eV
- LUMO energy (spin up / spin down): -4.35 / -4.07 eV